Record 1
This record from the Open Molecules 2025 dataset describes C19H18N3OS2SiSn as an isolated structure in a non-equilibrium geometry. The level of theory is the ωB97M-V functional and the def2-TZVPD basis.

HOMO-LUMO gap (spin up / spin down): 6.47 / 5.11 eV
Highest occupied orbital energy (spin up / spin down): -0.4442 / -0.4275 Eh
LUMO (spin up / spin down): -5.622 / -6.520 eV
Calculated total energy: -61885.575 eV

Structure (ORCA input):
```
! wB97M-V def2-TZVPD RIJCOSX def2/J DEFGRID3
* xyz 1 1
Sn 0.2691 0.6762 -1.1652
S -1.0344 -0.7103 -3.1387
C -0.9460 -1.9414 -1.9751
S -0.2882 -1.6469 -0.3924
C -1.4581 -3.2235 -2.2733
C -2.1143 -3.4917 -3.4993
N -2.6720 -3.7130 -4.4834
C -1.3970 -4.2713 -1.3218
N -1.3441 -5.1108 -0.5338
C -2.3058 4.1347 -0.4616
Si -2.4634 2.3965 0.2505
C -3.5737 2.2603 1.7601
C -3.0990 1.2290 -1.0768
N -0.8021 1.8001 0.5875
C -0.0229 2.2421 1.5700
C -0.3330 3.3535 2.4135
C 0.5252 3.7781 3.3846
C 1.7433 3.1082 3.5972
C 2.0914 2.0207 2.8160
C 1.2349 1.5853 1.8211
O 1.4751 0.5053 1.0361
C 2.7670 -0.0529 0.9526
C 2.9424 -1.3560 1.3751
C 4.1935 -1.9377 1.2290
C 5.2369 -1.2208 0.6633
C 5.0366 0.0840 0.2312
C 3.7935 0.6772 0.3754
H -3.2781 4.4850 -0.8132
H -1.6255 4.1304 -1.3164
H -1.9289 4.8626 0.2574
H -4.5981 2.4594 1.4377
H -3.3368 2.9619 2.5590
H -3.5506 1.2537 2.1812
H -4.1786 1.3380 -1.1917
H -2.9051 0.1842 -0.8178
H -2.6555 1.4393 -2.0542
H -1.2665 3.8719 2.2517
H 0.2699 4.6367 3.9902
H 2.4097 3.4412 4.3806
H 3.0194 1.4939 2.9872
H 2.1116 -1.8957 1.8118
H 4.3509 -2.9554 1.5590
H 6.2101 -1.6791 0.5510
H 5.8453 0.6383 -0.2249
H 3.6125 1.6929 0.0437
*
```

Record 2
This record from the Open Molecules 2025 dataset describes a 2-piece molecular cluster, C19H18NO4S overall in a non-equilibrium geometry. The level of theory is the ωB97M-V functional and the def2-TZVPD basis.

HOMO-LUMO gap: 6.31 eV
Highest occupied orbital energy: -0.1286 Eh
LUMO: 2.809 eV
Calculated total energy: -40509.386 eV

Structure (ORCA input):
```
! wB97M-V def2-TZVPD RIJCOSX def2/J DEFGRID3
* xyz -1 1
C -3.5286 0.6301 2.3422
C -2.8817 -0.6078 2.2541
C -1.4963 -0.6547 2.0572
C -0.7566 0.5210 1.9727
S 1.0349 0.3730 1.7617
C 1.6011 0.2067 3.4047
C 2.8448 -0.2116 3.7165
O 1.3453 -0.8248 1.0396
O 1.3981 1.6695 1.2181
C -1.4068 1.7608 2.0240
C -2.7951 1.8164 2.2238
H -4.6043 0.6683 2.4942
H -3.4443 -1.5366 2.3327
H -0.9822 -1.6105 1.9594
H 0.8692 0.5360 4.1573
H 3.1873 -0.1433 4.7496
H 3.5968 -0.4889 2.9281
H -0.8424 2.6847 1.9052
H -3.3008 2.7809 2.2832
C 7.2108 -1.6519 1.5184
C 6.6033 -1.3765 2.8554
O 5.3796 -2.0808 2.9781
C 4.8428 -1.9012 4.2211
C 3.3544 -2.1744 4.1835
C 2.7112 -2.5942 5.3974
C 3.2322 -2.2630 6.6838
C 2.4804 -2.4989 7.8187
C 1.2624 -3.1789 7.7397
C 0.4219 -3.2925 8.9039
N -0.2891 -3.3532 9.8344
C 0.8398 -3.6948 6.5067
C 1.5593 -3.4480 5.3533
O 5.5251 -1.5165 5.1654
H 7.9482 -0.8711 1.3335
H 7.7387 -2.6069 1.4935
H 6.4793 -1.6283 0.7036
H 7.2835 -1.6405 3.6595
H 6.3400 -0.3223 2.9329
H 3.0097 -2.6414 3.2581
H 4.2606 -1.9063 6.7668
H 2.8382 -2.1329 8.7822
H -0.0838 -4.2681 6.4709
H 1.3117 -3.9771 4.4248
*
```

Record 3
This record from the Open Molecules 2025 dataset describes an isolated ion of composition C19H18NO6S2 and charge -1 in a non-equilibrium geometry. The level of theory is the ωB97M-V functional and the def2-TZVPD basis.

HOMO-LUMO gap: 7.04 eV
Highest occupied orbital energy: -0.1528 Eh
LUMO: 2.883 eV
Structure (SMILES): CCOC(=O)[C@@H](C#N)CC(S(=O)(=O)c1ccccc1)=[S@](=O)([O-])c1ccccc1
Calculated total energy: -55438.761 eV

Structure (ORCA input):
```
! wB97M-V def2-TZVPD RIJCOSX def2/J DEFGRID3
* xyz -1 1
C -4.6480 -0.5405 -4.3926
C -3.2452 0.0283 -4.7746
O -2.2356 -0.6600 -3.9565
C -0.9967 -0.0963 -3.9073
O -0.5962 0.6565 -4.7718
C -0.1018 -0.6849 -2.7642
C 1.2021 -0.0851 -2.7955
N 2.3206 0.2346 -2.7820
C -0.7596 -0.0099 -1.5695
C -0.3927 -0.2062 -0.1743
S -0.5129 1.3063 0.8229
O -1.1429 2.3189 0.0017
O -1.0716 1.0732 2.1315
C 1.1424 1.9899 1.3030
C 1.7257 1.5935 2.5115
C 3.0459 1.9534 2.7819
C 3.7105 2.8111 1.8832
C 3.0847 3.2775 0.7139
C 1.7795 2.8820 0.4324
S -0.8050 -1.7746 0.5930
O -0.3066 -2.7895 -0.3191
O -2.1892 -1.8152 1.0123
C 0.0887 -1.8011 2.1624
C -0.5596 -1.6988 3.4073
C 0.1571 -1.8603 4.5945
C 1.5343 -2.1059 4.5586
C 2.1879 -2.1859 3.3116
C 1.4562 -2.0488 2.1364
H -5.2870 -0.2199 -5.2479
H -4.6813 -1.6656 -4.3079
H -5.0677 -0.0560 -3.4675
H -3.0035 -0.2419 -5.8235
H -3.1429 1.1060 -4.5136
H -0.0716 -1.8202 -2.9445
H -0.5918 1.1080 -1.7198
H -1.6409 -0.6720 -1.6236
H 1.1528 1.0157 3.2450
H 3.5362 1.5509 3.6764
H 4.7525 3.0557 2.0684
H 3.6109 3.9300 0.0071
H 1.2313 3.2714 -0.4314
H -1.6247 -1.4993 3.4473
H -0.3622 -1.8190 5.5681
H 2.0976 -2.2669 5.4836
H 3.2651 -2.3970 3.2655
H 1.9552 -2.1423 1.1675
*
```